This record from the Open Molecules 2025 dataset describes a cluster of 10 separate species, C66H136N10O10 in total in a non-equilibrium geometry. The level of theory is the ωB97M-V functional and the def2-TZVPD basis.

Atoms and positions in Å:
C 15.90 16.66 14.81
O 16.97 16.05 14.87
N 15.86 17.99 14.56
C 14.51 18.66 14.46
C 17.09 18.82 14.51
H 14.92 16.18 15.02
H 14.12 18.86 13.43
H 14.72 19.61 14.97
H 13.74 18.19 15.07
H 17.00 19.69 15.14
H 17.96 18.24 14.81
H 17.25 19.18 13.50
C 16.83 10.37 12.36
O 17.64 11.28 12.18
N 16.82 9.34 13.25
C 15.81 8.37 13.35
C 17.87 9.30 14.22
H 15.96 10.27 11.72
H 15.92 7.54 12.59
H 14.85 8.84 13.19
H 15.83 8.00 14.36
H 18.74 9.85 13.80
H 17.50 9.71 15.21
H 18.19 8.29 14.42
C 15.77 14.00 10.10
O 15.85 14.59 8.99
N 15.12 14.55 11.20
C 14.59 15.87 11.14
C 15.12 13.84 12.46
H 16.09 12.98 10.26
H 15.27 16.50 11.69
H 13.54 15.93 11.52
H 14.62 16.23 10.11
H 16.02 14.12 13.00
H 14.17 13.94 13.03
H 15.21 12.77 12.22
C 11.67 12.94 17.52
O 11.66 14.17 17.38
N 11.23 12.25 18.63
C 11.20 10.85 18.62
C 10.97 12.92 19.85
H 12.02 12.30 16.69
H 10.19 10.45 18.74
H 11.80 10.41 19.45
H 11.66 10.54 17.67
H 11.19 13.98 19.65
H 9.96 12.81 20.32
H 11.74 12.53 20.53
C 24.21 12.23 17.52
C 22.76 12.15 17.78
C 21.93 12.79 16.61
C 20.45 12.41 16.71
C 20.31 10.97 16.48
C 21.00 10.11 17.53
N 22.35 10.68 17.85
O 23.19 9.94 18.41
C 20.12 10.26 18.85
C 21.13 8.70 17.07
C 22.44 12.82 19.14
H 24.68 13.22 17.50
H 24.49 11.81 16.55
H 24.82 11.73 18.27
H 22.10 13.88 16.72
H 22.34 12.36 15.70
H 19.90 12.94 15.95
H 20.01 12.73 17.66
H 20.83 10.76 15.54
H 19.32 10.55 16.28
H 20.21 11.24 19.35
H 19.12 9.83 18.73
H 20.53 9.58 19.58
H 21.54 8.14 17.93
H 20.17 8.24 16.86
H 21.83 8.49 16.22
H 21.37 12.84 19.30
H 22.83 13.83 19.18
H 22.85 12.42 20.02
C 9.56 18.87 18.38
C 10.67 18.12 19.22
C 11.35 16.93 18.43
C 12.24 17.34 17.28
C 13.33 18.21 17.86
C 12.84 19.48 18.63
N 11.72 19.09 19.44
O 11.46 19.91 20.48
C 13.88 20.09 19.59
C 12.32 20.55 17.67
C 10.09 17.63 20.53
H 8.63 18.31 18.27
H 9.93 19.17 17.41
H 9.27 19.75 18.96
H 11.95 16.46 19.18
H 10.62 16.16 18.21
H 11.65 17.81 16.48
H 12.66 16.47 16.81
H 13.98 18.59 17.08
H 13.79 17.58 18.60
H 13.54 20.88 20.24
H 14.45 19.36 20.22
H 14.73 20.54 19.00
H 12.03 21.47 18.22
H 13.13 20.97 17.06
H 11.43 20.28 17.13
H 9.50 16.75 20.39
H 9.57 18.40 21.08
H 10.90 17.32 21.17
C 16.44 14.55 22.73
C 16.55 13.42 23.63
C 15.15 13.05 24.14
C 15.09 11.69 24.81
C 15.51 10.73 23.77
C 16.94 10.91 23.35
N 17.04 12.28 22.95
O 18.01 12.54 22.19
C 18.02 10.50 24.40
C 17.24 10.06 22.19
C 17.51 13.80 24.68
H 15.88 14.46 21.80
H 17.39 15.02 22.43
H 15.84 15.35 23.24
H 14.77 13.87 24.73
H 14.59 13.08 23.16
H 14.08 11.49 25.25
H 15.81 11.68 25.64
H 14.96 10.80 22.85
H 15.42 9.74 24.13
H 19.01 10.59 23.92
H 18.17 11.01 25.32
H 17.99 9.45 24.64
H 16.52 9.92 21.43
H 18.12 10.38 21.64
H 17.34 9.03 22.50
H 17.50 14.87 24.95
H 18.54 13.84 24.32
H 17.48 13.25 25.64
C 16.80 18.06 18.85
C 18.18 17.56 19.06
C 18.03 16.12 19.52
C 19.30 15.31 19.61
C 19.83 15.31 18.21
C 20.02 16.71 17.66
N 18.86 17.56 17.85
O 18.68 18.59 17.08
C 21.28 17.39 18.12
C 20.21 16.56 16.16
C 18.89 18.56 19.99
H 16.27 18.06 19.81
H 16.32 17.45 18.11
H 16.77 19.09 18.50
H 17.38 16.09 20.42
H 17.47 15.68 18.71
H 19.11 14.29 19.94
H 20.04 15.76 20.26
H 19.12 14.82 17.51
H 20.80 14.82 18.18
H 21.50 17.48 19.17
H 22.19 17.06 17.59
H 21.22 18.44 17.85
H 20.36 17.52 15.70
H 21.01 15.88 15.88
H 19.37 16.16 15.60
H 18.58 18.59 20.99
H 18.66 19.54 19.61
H 20.01 18.52 19.91
C 14.71 11.60 15.23
C 15.45 12.55 16.19
C 14.72 13.91 16.18
C 15.26 14.79 17.29
C 14.88 14.07 18.59
C 15.43 12.66 18.76
N 15.32 11.92 17.51
O 15.56 10.68 17.60
C 16.85 12.57 19.19
C 14.63 11.91 19.83
C 16.88 12.71 15.73
H 15.34 10.84 14.72
H 14.18 12.00 14.33
H 13.95 10.98 15.71
H 14.81 14.34 15.21
H 13.67 13.65 16.30
H 14.85 15.82 17.27
H 16.34 14.87 17.20
H 13.82 13.84 18.53
H 15.02 14.62 19.52
H 17.58 12.98 18.52
H 17.04 12.99 20.18
H 17.23 11.53 19.29
H 14.94 10.86 19.71
H 14.84 12.19 20.86
H 13.51 11.94 19.81
H 17.41 13.57 16.18
H 16.94 12.80 14.63
H 17.48 11.82 16.02
C 12.80 9.71 11.99
C 11.45 10.51 11.76
C 10.45 9.66 11.06
C 9.88 8.50 11.88
C 9.20 9.04 13.14
C 10.10 10.08 13.93
N 10.78 10.85 12.97
O 11.47 11.97 13.63
C 9.13 10.90 14.79
C 11.13 9.36 14.78
C 11.78 11.82 11.04
H 13.30 9.49 11.03
H 12.62 8.70 12.45
H 13.41 10.40 12.63
H 9.60 10.29 10.87
H 10.89 9.18 10.18
H 10.63 7.77 12.24
H 9.15 7.93 11.29
H 8.78 8.22 13.79
H 8.37 9.63 12.69
H 9.70 11.66 15.36
H 8.38 11.38 14.12
H 8.56 10.22 15.49
H 11.74 10.15 15.19
H 10.73 8.92 15.65
H 11.77 8.68 14.24
H 11.02 12.58 11.14
H 11.89 11.62 9.98
H 12.69 12.17 11.52

As for the multiplicity: 7. The calculation puts the HOMO-LUMO gap (spin up / spin down) at 0.283 / 0.295 Eh. The expectation value of S² is 12.0260.

=====

This record from the Open Molecules 2025 dataset describes a cluster of 2 separate species, C3H3BrNO2 in total in a non-equilibrium geometry. The level of theory is the ωB97M-V functional and the def2-TZVPD basis.

Atoms and positions in Å:
C 0.36 0.26 1.61
C 0.36 0.92 -1.54
C -0.24 -0.85 0.97
N 1.01 1.05 2.11
O -0.11 1.98 -1.42
O 1.36 0.31 -1.62
Br -1.41 -0.42 -2.47
H 0.44 -1.49 0.33
H -0.86 -0.38 0.25
H -0.90 -1.37 1.77

The calculation puts the HOMO-LUMO gap at 0.313 Eh. Its total charge is -1.

=====

This record from the Open Molecules 2025 dataset describes a cluster of 2 separate species, C3H12NO2 in total in a non-equilibrium geometry. The level of theory is the ωB97M-V functional and the def2-TZVPD basis.

Atoms and positions in Å:
C 0.99 -0.70 0.06
C -0.29 -0.40 -0.73
C -0.03 -0.60 -2.19
O -1.27 -0.44 -2.89
N 0.84 -0.14 1.44
H 1.17 -1.76 0.21
H 1.85 -0.25 -0.43
H -0.62 0.62 -0.54
H -1.12 -1.04 -0.42
H 0.41 -1.58 -2.44
H 0.66 0.13 -2.64
H -1.19 -0.73 -3.81
H -0.01 -0.61 1.86
H 1.68 -0.34 2.03
H 0.66 0.88 1.49
H -0.01 2.71 3.46
H -1.17 1.74 3.81
O -0.30 1.79 3.41

As for the multiplicity: 2. The calculation puts the HOMO-LUMO gap (spin up / spin down) at 0.150 / 0.414 Eh. The expectation value of S² is 0.7505.

=====

This record from the Open Molecules 2025 dataset describes a cluster of 2 separate species, C5HBrI2N2O2 in total in a non-equilibrium geometry. The level of theory is the ωB97M-V functional and the def2-TZVPD basis.

Atoms and positions in Å:
C -1.65 -0.84 -0.86
C 0.06 0.90 1.55
C -0.50 -1.63 -1.20
C 0.72 -1.37 -0.94
C -0.80 0.34 0.90
N -1.72 -0.03 0.06
N 1.31 1.46 2.00
O 2.19 1.40 1.18
O 1.32 2.03 3.03
Br -0.95 -3.33 -2.06
I 2.70 -0.99 -0.74
I -0.17 3.03 -1.32
H -2.51 -0.98 -1.61

The calculation puts the HOMO-LUMO gap (spin up / spin down) at 0.296 / 0.194 Eh.

=====

This record from the Open Molecules 2025 dataset describes the ion C15H19N2O with charge +1. The level of theory is the ωB97M-V functional and the def2-TZVPD basis.

Atoms and positions in Å:
C -1.00 -3.07 0.73
C -0.89 -2.12 -0.47
C -1.66 -0.86 -0.24
N -2.98 -0.98 -0.26
C -3.79 0.05 -0.15
C -5.26 -0.22 -0.16
C -3.30 1.36 -0.06
C -1.93 1.51 -0.03
N -1.23 2.80 0.02
C -1.07 0.40 -0.08
O 0.26 0.72 -0.05
C 1.10 0.11 0.97
C 2.51 0.05 0.45
C 3.05 -1.15 0.01
C 4.34 -1.19 -0.49
C 5.09 -0.02 -0.57
C 4.55 1.18 -0.14
C 3.26 1.22 0.36
H -0.57 -2.63 1.63
H -2.04 -3.29 0.93
H -0.48 -4.00 0.52
H 0.15 -1.90 -0.71
H -1.34 -2.62 -1.33
H -5.74 0.31 -0.98
H -5.43 -1.29 -0.27
H -5.71 0.12 0.77
H -3.97 2.21 -0.04
H -1.41 3.38 -0.81
H -1.45 3.35 0.86
H -0.23 2.48 0.02
H 0.73 -0.88 1.22
H 1.04 0.75 1.86
H 2.48 -2.06 0.08
H 4.76 -2.12 -0.82
H 6.09 -0.05 -0.96
H 5.13 2.08 -0.20
H 2.85 2.15 0.71

As for the SMILES: CCc1nc(C)cc([NH3+])c1OCc1ccccc1. The calculation puts the HOMO-LUMO gap at 0.325 Eh. Its total charge is +1.

=====

This record from the Open Molecules 2025 dataset describes a structure of composition C20H26I2MnN6O2S2. The level of theory is the ωB97M-V functional and the def2-TZVPD basis.

Atoms and positions in Å:
Mn -0.57 1.55 -0.45
C -0.87 -3.14 -1.18
C 0.47 -2.64 -0.73
N 1.35 -3.54 -0.36
C 2.56 -3.13 0.08
C 2.95 -1.82 0.08
C 4.31 -1.48 0.61
O 4.18 -0.66 1.79
C 2.03 -0.83 -0.35
C 2.49 0.54 -0.40
N 1.81 1.62 -0.45
C 2.55 2.83 -0.29
C 3.68 2.88 0.53
C 4.39 4.06 0.70
C 3.98 5.21 0.05
C 2.84 5.18 -0.74
C 2.12 4.01 -0.90
I 0.34 4.06 -1.97
C 0.71 -1.22 -0.69
O -0.24 -0.41 -0.98
H -0.80 -4.21 -1.38
H -1.20 -2.62 -2.08
H -1.62 -2.97 -0.41
H 3.23 -3.91 0.43
H 4.92 -0.95 -0.14
H 4.83 -2.41 0.86
H 5.04 -0.61 2.22
H 3.58 0.63 -0.37
H 3.99 1.99 1.06
H 5.26 4.07 1.34
H 4.53 6.14 0.17
H 2.50 6.09 -1.23
I -3.11 3.54 -2.44
C -2.56 1.78 -1.31
H -2.74 1.00 -2.05
H -3.36 1.71 -0.58
N 1.86 1.11 2.71
C 0.59 0.86 2.38
N 0.19 -0.40 2.33
S -0.47 2.16 2.01
H 2.57 0.38 2.68
H 2.17 2.06 2.62
H 0.83 -1.16 2.47
H -0.79 -0.63 2.13
S -2.95 -1.53 2.19
C -3.87 -1.59 0.78
N -5.13 -2.06 0.82
C -6.02 -2.13 -0.32
C -5.20 -2.33 -1.58
C -4.15 -1.23 -1.65
N -3.40 -1.18 -0.40
H -5.45 -2.34 1.74
H -6.62 -1.22 -0.40
H -6.71 -2.97 -0.17
H -5.84 -2.29 -2.46
H -4.71 -3.30 -1.55
H -4.61 -0.26 -1.86
H -3.44 -1.43 -2.46
H -2.44 -0.89 -0.42

As for the multiplicity: 6. The calculation puts the HOMO-LUMO gap (spin up / spin down) at 0.253 / 0.273 Eh. The expectation value of S² is 8.7580.

=====

This record from the Open Molecules 2025 dataset describes a structure of composition C28H41BrCsF6I2N2O6S6 in a non-equilibrium geometry. The level of theory is the ωB97M-V functional and the def2-TZVPD basis.

Atoms and positions in Å:
Cs -0.11 -0.01 -0.27
C 2.74 -2.05 5.13
C 1.62 -2.86 4.49
S 0.97 -2.25 2.92
C 2.41 -2.38 1.84
C 3.37 -1.18 1.79
S 2.55 0.43 1.74
C 3.04 1.34 3.25
C 3.54 0.61 4.48
S 2.31 -0.31 5.46
H 3.64 -2.08 4.52
H 3.00 -2.51 6.09
H 0.75 -2.88 5.16
H 1.96 -3.90 4.38
H 1.99 -2.55 0.85
H 2.98 -3.28 2.09
H 3.96 -1.27 0.88
H 4.07 -1.19 2.63
H 2.15 1.92 3.51
H 3.82 2.05 2.96
H 3.93 1.37 5.16
H 4.38 -0.05 4.27
F 3.24 2.35 -3.98
C 3.34 1.10 -3.52
F 3.85 1.14 -2.29
F 4.17 0.42 -4.31
S 1.65 0.32 -3.51
O 1.08 0.76 -2.26
O 1.06 0.75 -4.74
N 1.91 -1.23 -3.53
S 2.14 -1.96 -2.16
O 1.01 -1.92 -1.27
O 3.43 -1.73 -1.57
C 2.21 -3.70 -2.78
F 2.44 -4.51 -1.74
F 3.21 -3.85 -3.66
F 1.07 -4.06 -3.36
O -3.78 -0.12 -0.85
C -4.37 0.67 -1.85
C -3.58 1.92 -2.23
C -2.11 1.65 -2.56
C -1.93 0.48 -3.49
C -2.26 0.59 -4.84
C -2.12 -0.52 -5.66
C -1.64 -1.70 -5.11
C -1.33 -1.71 -3.76
N -1.48 -0.65 -2.96
H -3.55 0.43 -0.08
H -5.39 0.97 -1.56
H -4.47 0.02 -2.73
H -3.62 2.64 -1.40
H -4.08 2.39 -3.08
H -1.57 1.45 -1.64
H -1.66 2.54 -3.01
H -2.62 1.53 -5.23
H -2.37 -0.46 -6.71
H -1.49 -2.58 -5.71
H -0.93 -2.60 -3.29
Br 1.90 7.19 -1.18
C 0.64 6.57 0.10
C 0.09 7.50 0.97
C -0.83 7.10 1.92
C -1.20 5.76 1.99
C -0.65 4.84 1.13
C 0.28 5.23 0.17
I 1.05 3.74 -1.09
H 0.39 8.54 0.89
H -1.26 7.83 2.59
H -1.92 5.42 2.73
H -0.95 3.80 1.20
I -2.40 1.44 1.91
C -4.72 -3.88 -3.21
C -4.06 -3.15 -2.05
C -2.96 -3.99 -1.42
S -1.85 -3.04 -0.33
O -0.84 -4.01 0.15
C -3.00 -2.71 1.07
C -2.79 -3.65 2.25
C -3.28 -5.07 2.01
H -5.52 -3.28 -3.65
H -5.15 -4.83 -2.89
H -3.99 -4.10 -4.00
H -4.81 -2.89 -1.30
H -3.63 -2.21 -2.39
H -2.28 -4.37 -2.19
H -3.35 -4.85 -0.87
H -4.02 -2.76 0.69
H -2.81 -1.68 1.36
H -3.30 -3.21 3.11
H -1.72 -3.67 2.50
H -4.33 -5.08 1.70
H -3.20 -5.67 2.92
H -2.68 -5.56 1.24

The calculation puts the HOMO-LUMO gap at 0.262 Eh. Its total charge is -1.

=====

This record from the Open Molecules 2025 dataset describes a cluster of 2 separate species, C3H4Cl2Si in total in a non-equilibrium geometry. The level of theory is the ωB97M-V functional and the def2-TZVPD basis.

Atoms and positions in Å:
C -1.86 0.22 0.48
C -0.69 0.11 -0.05
C -1.76 -0.11 -1.03
Si 2.37 -0.03 0.46
Cl 3.62 -1.62 0.95
Cl 3.36 1.15 -0.94
H -2.54 0.12 1.31
H -2.22 -1.09 -1.32
H -2.12 0.73 -1.67
H 1.85 0.52 1.81

The calculation puts the HOMO-LUMO gap (spin up / spin down) at 0.291 / 0.245 Eh.

=====

This record from the Open Molecules 2025 dataset describes an isolated molecule of CH6N4 in a non-equilibrium geometry. The level of theory is the ωB97M-V functional and the def2-TZVPD basis.

Atoms and positions in Å:
H -1.78 -1.53 -0.59
N -1.74 -0.56 -0.37
C -0.50 -0.12 -0.33
N 0.50 -1.20 -0.36
N 0.13 1.01 0.01
N 1.21 1.05 0.95
H 1.45 -1.14 -1.04
H -0.16 -2.12 -0.27
H -0.38 2.06 -0.04
H 2.02 1.00 0.45
H 1.13 0.34 1.76

As for the SMILES: [H]/N=C(\N)NN. The calculation puts the HOMO-LUMO gap at 0.357 Eh.

=====

The following total energy values (in eV) correspond, in order, to the records above: -106010.9548, -78789.6452, -8887.3314, -98509.8801, -20884.4762, -103392.4132, -213077.8704, -36094.3729, -7091.6046.